(1)
DFT (the ωB97M-V functional and the def2-TZVPD basis) results for a molecular structure, C44H25Cl88FI2N5O2PS in a non-equilibrium geometry.

```
169
C44H25Cl88FI2N5O2PS (the ωB97M-V functional and the def2-TZVPD basis)
C 7.19654 -5.63338 -2.93552
C 5.94852 -6.00688 -2.12519
I 5.35416 -8.05135 -2.34616
C 5.27498 -5.14625 -1.34705
I 3.52936 -5.86926 -0.32262
C 5.76119 -3.72370 -1.20421
C 7.08420 -3.56103 -0.77049
C 7.70560 -2.32390 -0.62445
C 9.16654 -2.11540 -0.20386
N 10.00749 -2.01394 -1.43092
C 6.92945 -1.20064 -0.89404
O 7.47820 0.13533 -0.77950
C 7.73900 0.48139 -2.03291
N 8.00073 1.06035 -3.01641
C 5.61116 -1.34452 -1.28588
C 4.97871 -2.58345 -1.47651
N 3.61719 -2.71878 -1.93590
P 3.63680 -2.39644 -3.66323
N 4.31703 -3.56617 -4.46932
C 2.71357 -1.76095 -1.30166
C 1.42639 -2.18531 -0.91465
C 0.92652 -3.60830 -1.18713
C -0.02951 -3.51124 -2.40978
O -1.20120 -2.74846 -2.16535
C -0.45976 -4.87522 -2.96318
N -1.30945 -4.72550 -4.17240
C 0.56226 -1.31816 -0.27185
C 0.91998 0.05344 0.01984
C 2.18285 0.46431 -0.41010
C 2.61838 1.91988 -0.15284
C 3.12577 2.14684 1.27432
F 2.09260 2.20392 2.19595
C 3.02306 -0.43802 -1.04109
S 4.64670 0.13693 -1.58221
H 6.99203 -4.69083 -3.46465
H 7.44133 -6.44709 -3.62556
H 8.04852 -5.52116 -2.25077
H 7.69550 -4.43521 -0.53901
H 9.51446 -2.91141 0.46237
H 9.20825 -1.12657 0.27601
H 9.45779 -1.45277 -2.08119
H 10.04664 -2.92800 -1.88032
H 2.30693 -2.23277 -4.12964
H 4.40870 -1.23532 -3.90296
H 3.64950 -3.93197 -5.14375
H 1.80588 -4.15873 -1.54100
H 0.45918 -4.06265 -0.30398
H 0.54178 -2.99505 -3.20053
H -1.74316 -3.15908 -1.48019
H 0.40096 -5.49543 -3.26507
H -1.05359 -5.46845 -2.24326
H -0.80230 -5.08665 -4.97244
H -1.46169 -3.74053 -4.37490
H -0.41837 -1.66454 0.03577
H 0.26257 0.75666 0.51308
H 3.38490 2.25113 -0.86397
H 1.70902 2.53134 -0.27764
H 3.91717 1.42986 1.55441
H 3.61723 3.13496 1.28494
C 3.86970 4.83464 5.10475
Cl 2.32041 5.42105 4.48527
Cl 4.42450 5.89614 6.40947
Cl 3.67640 3.19239 5.72986
Cl 5.06413 4.83395 3.79771
C 6.74222 8.30090 2.55652
Cl 5.52622 9.02876 1.49794
Cl 8.08913 9.42603 2.76598
Cl 6.02687 7.94340 4.13496
Cl 7.33535 6.80507 1.81980
C -3.62606 0.41177 -0.13768
Cl -3.89620 1.98675 0.60861
Cl -4.25821 0.41318 -1.78959
Cl -1.88641 0.09808 -0.17322
Cl -4.44406 -0.84661 0.80725
C 4.95845 -5.11333 3.87935
Cl 3.25998 -5.60921 3.96639
Cl 5.37800 -4.66646 2.21670
Cl 5.21423 -3.70341 4.89030
Cl 5.98728 -6.44837 4.41801
C 5.06568 -4.06372 8.93065
Cl 5.21660 -2.35732 8.48020
Cl 3.96747 -4.21474 10.30912
Cl 4.42686 -4.97363 7.55913
Cl 6.65652 -4.69939 9.37097
C 0.26895 -0.72211 3.92811
Cl 0.23680 0.78589 4.85329
Cl 1.26840 -0.50828 2.48186
Cl 0.94328 -2.01851 4.93194
Cl -1.37919 -1.14924 3.44019
C -5.47834 -4.39656 -5.24950
Cl -3.75305 -4.49902 -4.86287
Cl -6.20109 -6.00759 -5.11800
Cl -6.27773 -3.29506 -4.11018
Cl -5.70159 -3.77688 -6.89604
C -8.02516 -0.49744 -8.73965
Cl -7.60716 -0.92936 -7.07867
Cl -9.34538 -1.52607 -9.30495
Cl -8.53072 1.19698 -8.80271
Cl -6.61227 -0.72936 -9.78362
C -6.64359 3.19347 3.57743
Cl -7.66521 4.04080 2.40560
Cl -5.20036 4.15962 3.92195
Cl -7.54886 2.94003 5.07505
Cl -6.14777 1.64140 2.89445
C 9.48445 3.35594 0.34655
Cl 9.63060 5.05679 -0.11701
Cl 8.41705 3.21817 1.74697
Cl 8.78032 2.42771 -0.97456
Cl 11.08212 2.70354 0.73567
C 6.49915 -0.05123 3.62063
Cl 4.79654 -0.50254 3.79623
Cl 6.84293 0.23843 1.91212
Cl 6.81414 1.41927 4.55307
Cl 7.54291 -1.35279 4.20675
C -9.86917 1.20156 8.35300
Cl -11.10696 0.01416 8.80725
Cl -10.50422 2.23655 7.06616
Cl -9.44576 2.20244 9.74673
Cl -8.42858 0.35607 7.77268
C -13.51550 -2.60882 7.19520
Cl -13.87632 -1.13088 6.29342
Cl -14.61777 -3.89420 6.68998
Cl -11.84703 -3.10173 6.87672
Cl -13.72106 -2.30654 8.92849
C -11.45528 0.00897 -12.57509
Cl -9.72869 -0.09179 -12.21721
Cl -12.17550 -1.60464 -12.45164
Cl -12.23427 1.09116 -11.41272
Cl -11.68907 0.63449 -14.21154
C -2.38444 5.62524 1.02359
Cl -4.11898 5.27631 1.10710
Cl -1.90790 5.84920 -0.66266
Cl -2.03342 7.09128 1.94900
Cl -1.47429 4.26831 1.70723
C -15.00093 -0.48160 -16.72085
Cl -14.57851 -0.92193 -15.06270
Cl -16.32649 -1.50684 -17.28760
Cl -15.50383 1.21380 -16.77014
Cl -13.59116 -0.70846 -17.76589
C 10.65619 10.89508 -0.50213
Cl 9.61684 9.58563 0.07228
Cl 9.79012 11.84980 -1.71409
Cl 11.09500 11.93103 0.86291
Cl 12.12212 10.21570 -1.22366
C -8.91133 -0.64686 13.02981
Cl -9.80089 -0.68001 11.50238
Cl -10.03853 -0.36339 14.36369
Cl -8.08963 -2.19516 13.27130
Cl -7.71347 0.65501 12.98343
C -0.32621 4.00402 -4.23092
Cl -0.50531 5.66057 -3.63065
Cl -0.86751 3.92404 -5.91157
Cl 1.37404 3.52429 -4.13426
Cl -1.30452 2.91060 -3.24138
C 11.20877 13.11638 4.81600
Cl 11.66806 12.82279 6.49798
Cl 9.90494 12.01088 4.36118
Cl 10.65345 14.78568 4.63841
Cl 12.61064 12.84778 3.76794
C -17.52455 -6.98110 7.78116
Cl -19.25941 -7.31015 7.87576
Cl -17.07370 -6.68150 6.09503
Cl -17.14030 -5.55828 8.75887
Cl -16.62524 -8.37597 8.39127
C -1.98531 -1.90211 -7.30250
Cl -3.27846 -1.97500 -8.50295
Cl -0.76711 -0.72475 -7.81241
Cl -2.67023 -1.41037 -5.74035
Cl -1.23276 -3.49460 -7.16907
```

Relative energy (zero: lowest compared OMol25 entry of this formula, charge and spin) = 0.000 eV
Gap between HOMO and LUMO = 8.036 eV
Largest force on an atom = 3.02 eV Å⁻¹

Here are the Mulliken charges for atoms 1 to 4, given in e: atom 1 (C): -1.02, atom 2 (C): 0.00, atom 3 (I): -0.02, atom 4 (C): -0.72

---

(2)
DFT (the ωB97M-V functional and the def2-TZVPD basis) results for a molecular structure, C44H28ClN4Ru.

```
78
C44H28ClN4Ru (the ωB97M-V functional and the def2-TZVPD basis)
Ru -0.04260 -0.19079 -0.20209
C -2.58690 -3.49929 -5.90519
C -1.80620 -2.36869 -6.11149
C -1.69270 -1.40879 -5.13249
C -2.35920 -1.54349 -3.89289
C -3.13420 -2.71079 -3.70469
C -3.24180 -3.66209 -4.69159
C -2.10170 -0.64609 -2.81839
C -1.16420 0.44741 -2.94029
C -1.14510 1.46861 -3.92519
C -0.08960 2.29451 -3.62689
C 0.56470 1.72801 -2.49759
N -0.18090 0.65311 -2.05009
C 1.86610 1.96681 -2.04819
C 2.43830 1.27801 -0.95739
C 3.82450 1.11461 -0.71769
C 3.95140 0.52911 0.51471
C 2.64450 0.35271 1.03841
C 2.23120 0.00111 2.36431
C 2.96270 0.41411 3.55481
C 2.26420 0.59601 4.76701
C 2.90310 0.93761 5.93821
C 4.26570 1.18981 5.95241
C 4.96040 1.12491 4.75551
C 4.32860 0.74581 3.58851
C 0.96230 -0.62289 2.57361
N -0.12680 -0.54629 1.76391
C -1.17810 -1.13059 2.42601
C -2.51180 -1.18949 1.98151
C -3.51540 -1.56059 2.99381
C -4.42600 -2.60189 2.82271
C -5.32970 -2.91159 3.82461
C -5.33870 -2.19679 5.01191
C -4.44680 -1.15059 5.18461
C -3.54780 -0.83329 4.18571
C -2.89600 -0.95749 0.65811
C -4.19690 -1.12379 0.10911
C -4.06760 -1.06549 -1.25309
C -2.69500 -0.81859 -1.52169
N -2.01120 -0.70489 -0.36809
C -0.70380 -1.69559 3.63871
C 0.62860 -1.39929 3.72031
N 1.74200 0.71481 0.07911
C 2.75660 2.90431 -2.74069
C 3.56400 3.75171 -1.97709
C 4.49350 4.57551 -2.57859
C 4.62230 4.57961 -3.95659
C 3.79650 3.77911 -4.72769
C 2.87240 2.94381 -4.12859
H -2.65690 -4.25929 -6.66929
H -1.27390 -2.24609 -7.04589
H -1.04740 -0.55839 -5.28919
H -3.60090 -2.88509 -2.74979
H -3.82850 -4.55229 -4.51419
H -1.86420 1.58641 -4.71179
H 0.18040 3.20601 -4.12599
H 4.61080 1.35581 -1.40469
H 4.86770 0.17911 0.93861
H 1.19140 0.50011 4.78361
H 2.33150 1.02821 6.84961
H 4.76960 1.44851 6.87221
H 6.01210 1.37571 4.73381
H 4.92390 0.71151 2.69671
H -4.41320 -3.18969 1.91611
H -6.02670 -3.72489 3.68131
H -6.03340 -2.45119 5.79991
H -4.44740 -0.57839 6.10061
H -2.86970 -0.00279 4.31831
H -5.09930 -1.26039 0.67211
H -4.84840 -1.12059 -1.98849
H -1.29030 -2.26099 4.33541
H 1.31690 -1.73239 4.47091
H 3.45220 3.75951 -0.90389
H 5.12680 5.20371 -1.97079
H 5.36640 5.20151 -4.42799
H 3.88960 3.78991 -5.80279
H 2.26270 2.29201 -4.73459
Cl 0.89110 -2.36719 -0.80349
```

Multiplicity = 6
Expectation value of S² = 8.852
Gap between HOMO and LUMO (alpha / beta) = 4.807 / 4.984 eV
Largest force on an atom = 0.92 eV Å⁻¹

Here are the Mulliken charges for atoms 1 to 4, given in e: atom 1 (Ru): 0.70, atom 2 (C): -0.45, atom 3 (C): -0.92, atom 4 (C): -0.42

---

no.,M (u)
1,4111.43
2,749.26